1.
# C19H28NO5Y

A molecular structure, C19H28NO5Y (ωB97M-V/def2-TZVPD, the OMol25 dataset).

For the energy above the lowest of the compared OMol25 structures with the same formula, charge and spin, the calculation gives 0.0 kcal per mole. As for the spin multiplicity: 1. The value obtained for the HOMO-LUMO gap is 8.348 eV.

Last column: Mulliken charge in e.
Element x y z (Å)
O 1.05796 -1.93222 1.02026  -0.740
C -0.66931 2.03723 -3.20809  -1.484
C 0.99702 -0.77317 -2.90668  -0.732
O 0.57707 -1.09879 -6.82884  -0.261
H -1.97822 0.15857 -4.86843  0.379
H -2.26349 -0.46177 2.89749  0.401
C -0.56597 0.53445 -3.31570  1.512
H 0.36479 -0.56952 -5.02935  0.331
H -2.42645 1.91934 1.69155  0.485
C -2.49998 -0.71260 -0.42008  -0.173
H -2.70830 0.25442 -3.23175  0.359
H 1.99169 -0.54322 -2.51010  0.304
N 0.96637 -1.60082 2.29157  1.244
C 0.43812 -0.82009 -9.24953  -0.525
H 0.78918 -3.13289 -7.21250  0.320
C 0.62562 0.01301 -4.14111  -0.642
H 2.01421 2.26474 -1.84791  0.583
H 1.16360 -2.86931 -9.50132  0.279
H -1.11066 2.41945 -4.13940  0.459
H -2.86273 1.44682 -0.95888  0.627
C 1.77090 2.00846 -0.81782  -0.277
H 0.44840 0.76548 -7.73864  0.281
O -0.07510 -0.09990 -2.07770  0.186
H 0.75195 -1.84031 -2.96368  0.356
C 0.04262 -0.25302 -7.87398  -0.488
H -2.05857 -2.39735 1.01338  0.414
C -2.36039 0.95967 1.17681  -1.069
C -2.19739 -0.30013 1.82230  -0.011
H -0.45044 -1.20417 -9.75430  0.245
H 2.44577 0.86873 2.26427  0.554
Y -0.06117 -0.01878 0.23156  1.246
O 1.52605 -2.21075 3.17802  -0.619
C 1.31234 -2.18739 -7.43185  -0.563
H -1.77582 -1.19376 -3.72509  0.384
H 2.30252 -2.23139 -6.95994  0.285
C 2.54326 1.17038 0.04127  -0.884
H 0.88491 -0.04658 -9.87106  0.284
C -2.20790 -1.32837 0.83130  -1.197
H 2.44829 -1.66702 -9.19215  0.260
C -2.56610 0.70965 -0.21707  -0.336
C 1.98939 1.26556 1.35494  -0.452
H -1.30868 2.34647 -2.37148  0.061
H 0.32112 2.48116 -3.07558  0.313
O 0.26814 -0.51236 2.49611  -0.527
C 1.42473 -1.96720 -8.94872  -0.491
H -2.74194 -1.24938 -1.33633  0.498
H -1.05360 -0.20022 -7.74935  0.285
C 0.71980 2.60028 -0.04551  -0.501
C -1.84525 -0.10267 -3.80573  -1.763
C 0.84006 2.12073 1.29951  -0.855
H 0.03668 3.38893 -0.37176  0.441
H 3.46180 0.64121 -0.22641  0.451
H 1.32510 0.81664 -4.39942  0.246
H 0.23396 2.44435 2.14918  0.518

=====

2.
# C19H28NPSeV

A molecular structure, C19H28NPSeV (ωB97M-V/def2-TZVPD, the OMol25 dataset).

For the energy above the lowest of the compared OMol25 structures with the same formula, charge and spin, the calculation gives 173.7 kcal per mole. As for the spin multiplicity: 4. The value obtained for the HOMO-LUMO gap (alpha / beta) is 6.836 / 6.651 eV.

Last column: Mulliken charge in e.
Element x y z (Å)
C 3.11286 2.95944 -0.22776  -0.989
P -1.74825 0.71366 -0.31376  1.231
H -1.39205 3.03127 -0.87111  0.376
H -3.61742 0.02545 1.01476  0.389
H -1.85922 -2.23112 6.78295  0.351
C -0.97586 -0.93867 -2.38317  0.610
H -1.43262 0.14060 0.96778  -0.200
C 0.44574 -1.89041 -4.09851  -0.742
C -0.82743 -1.61121 -3.59890  -0.731
C -3.42642 0.91277 0.39193  -1.246
H 0.52276 -2.86795 6.32920  0.329
H 3.64971 3.63004 -0.89422  0.305
H 2.61359 -1.77605 -3.77420  0.417
C -1.69651 2.16755 -1.47446  -1.352
H 2.75401 2.99881 -2.64823  0.366
C -0.43651 -1.96881 3.14718  0.127
C 2.05227 2.26307 -2.27571  -0.909
H 2.40403 3.59817 0.33262  0.352
H -2.73076 -1.40927 -1.19671  0.427
H 0.53867 -2.39945 -5.04971  0.386
H 0.79754 1.51310 1.26640  0.122
H -4.18281 1.02906 -0.39982  0.362
H 3.85130 2.59016 0.52684  0.278
H 1.06910 2.70237 -2.26497  0.230
H -2.70636 2.32069 -1.91516  0.438
H 1.40611 -2.72574 3.98641  0.327
N 2.27961 1.97560 -0.85969  0.511
Se 0.26379 -1.94933 1.41908  -0.259
H -2.98151 -0.07426 -2.41426  0.476
H -2.41156 -1.34255 2.57852  0.240
C 1.60011 -1.55301 -3.40729  -0.815
C 1.48050 -0.87982 -2.20225  0.348
C 0.19891 -0.55913 -1.75368  0.893
C -2.28791 -1.72408 4.71147  -0.562
C -1.46390 -2.16603 5.76835  -0.343
H -0.96260 2.00186 -2.28692  0.305
H -3.35195 1.80700 1.02216  0.432
V 0.59413 0.25883 0.13800  -0.805
H 2.94669 -1.35979 -0.61895  0.458
H 3.50262 -0.20137 -1.86914  0.377
H 1.28375 1.48471 0.03987  0.107
H 2.92827 0.63212 0.68504  0.536
C -2.25475 -0.56179 -1.72355  -1.205
C -1.77634 -1.65274 3.42153  0.012
C -0.12115 -2.52199 5.51082  -0.508
H 2.05126 1.37177 -2.95222  0.270
H -3.33069 -1.44865 4.90914  0.339
C 2.64215 -0.55406 -1.30840  -1.377
H -1.74340 -1.90115 -4.12536  0.442
C 2.34660 0.56832 -0.25925  -0.704
C 0.38190 -2.42799 4.21734  -0.423

=====

3.
# C19H28O2

A single C19H28O2 molecule (ωB97M-V/def2-TZVPD, the OMol25 dataset).

For the energy above the lowest of the compared OMol25 structures with the same formula, charge and spin, the calculation gives 11.4 kcal per mole. As for the spin multiplicity: 1. Its structure (SMILES) is C=C(C)Cc1c(CCC)cc(C(=O)OCC)cc1CCC. The value obtained for the HOMO-LUMO gap is 9.590 eV.

Last column: Mulliken charge in e.
Element x y z (Å)
H -0.99415 -3.39729 0.01688  0.465
O -4.09369 0.15211 -0.52342  -0.618
C 0.46947 -3.41657 -1.52170  -0.359
C 0.46357 0.86610 0.42845  1.219
C -5.36796 2.43938 -2.09264  -1.059
C -4.58292 2.76485 -0.80302  -0.257
C 2.16730 -1.01833 0.76482  -1.334
C 3.46440 3.28045 0.35661  -1.383
H 0.55007 -4.49085 -1.47144  0.433
H -1.44216 -3.50131 -2.41334  0.269
H 1.45342 -3.01518 -1.69069  0.281
C 0.00538 -2.95334 -0.14951  -1.292
H -4.44573 3.86202 -0.64617  0.318
H -2.26822 -1.64001 -0.66597  0.548
H 3.03176 4.18819 0.70842  0.355
H 2.91611 -0.26548 0.54673  0.374
H -6.27183 3.02946 -2.12697  0.375
H -4.73946 2.63677 -2.95777  0.299
H 2.45284 -1.84096 0.12579  0.428
C 1.20107 -1.44614 3.10049  -1.124
H 3.99063 2.77548 1.13758  0.338
H 3.56646 -2.21297 3.80148  0.391
H 1.80940 2.87571 -1.06708  0.327
H -0.10382 -3.29830 -3.61669  0.388
H 1.91533 1.62802 1.76523  0.312
H -0.67752 -1.95020 -2.70211  0.286
H 4.15571 3.50402 -0.44990  0.395
H 1.35100 -1.67653 4.16756  0.288
C -0.81888 1.28151 0.13099  -1.131
H -5.10463 2.39193 0.09507  0.318
C 2.36990 2.34530 -0.25783  -0.124
C 3.57676 -1.92678 2.74329  -1.487
H 4.23816 -1.10871 2.66426  0.342
C 0.77818 -0.48607 0.29423  0.483
H 0.22599 -1.11504 2.80997  0.293
C 2.24915 -1.45430 2.24440  1.073
C -0.21059 -1.40930 -0.11982  1.247
H 0.84446 2.87469 1.11938  0.522
C -3.14620 0.93116 -0.63647  0.309
H 0.67212 -3.27131 0.64297  0.248
H -1.04985 2.33017 0.24966  0.476
O -3.23452 2.26678 -0.87782  -0.329
H 2.85020 1.44728 -0.65126  0.351
C -0.48983 -3.00467 -2.63140  -1.172
C 1.39084 1.96102 0.84947  -1.439
H 3.92717 -2.76570 2.13213  0.313
C -1.53055 -0.93898 -0.36833  -0.981
H -5.68736 1.36249 -2.14245  0.267
C -1.82698 0.40941 -0.31209  -0.239

=====

4.
# C19H28O5

A single C19H28O5 molecule (ωB97M-V/def2-TZVPD, the OMol25 dataset).

For the energy above the lowest of the compared OMol25 structures with the same formula, charge and spin, the calculation gives 2.3 kcal per mole. As for the spin multiplicity: 1. Its structure (SMILES) is CCOC(=O)C(CCCCOc1cccc(CC)c1)C(=O)OCC. The value obtained for the HOMO-LUMO gap is 9.077 eV.

Last column: Mulliken charge in e.
Element x y z (Å)
C -1.66082 -1.33519 -0.97411  0.000
H 0.14374 1.67936 1.77368  0.160
H 5.33230 -1.14805 2.02574  0.339
C 4.28736 -1.32519 0.14051  -1.158
O -1.76971 -2.05124 -0.01586  -0.620
C 2.84091 0.71142 -0.04926  -0.428
C -1.54143 2.51005 -1.40340  -0.853
C 5.52209 -0.96833 0.97006  -1.268
O -2.46461 0.94802 1.17008  -0.557
C -0.31206 -2.90986 -2.09070  -0.418
C 1.24909 -0.11222 2.03558  -0.643
H 1.58420 -3.71284 -1.48722  0.476
H 0.93324 4.53117 -0.12096  0.344
H -2.12750 2.75154 -0.51525  0.294
H 0.61506 -0.43406 2.84801  0.418
C -0.36629 3.48489 -1.49563  -0.915
C 3.11093 -0.49488 0.57014  0.846
H 2.49050 -1.85175 2.10972  0.429
H -4.73025 0.85754 1.92701  0.296
H 1.63296 -1.99564 -1.91902  0.257
C -2.94420 0.35781 0.24010  0.129
H -4.72739 -2.20297 1.83052  0.278
H 0.26858 3.22491 -2.34462  0.347
C 0.51635 3.52377 -0.23665  -0.342
H 5.77002 0.08282 0.84215  0.323
H 3.44955 1.05649 -0.87161  0.422
H -3.50986 -1.19530 2.61355  0.259
C 2.29875 -0.90768 1.62105  -0.608
H -0.76239 4.48735 -1.66670  0.491
C 1.77633 1.51813 0.35732  0.760
H -0.37327 0.93928 -0.51209  -0.532
H -0.91737 -3.65676 -1.56727  0.330
C -4.92640 -0.09800 1.42931  -0.267
H -0.08100 3.29787 0.64810  0.166
H -5.16638 -1.22354 3.24242  0.399
H -2.18442 2.64593 -2.27670  0.394
H -0.58090 0.77961 -2.25930  0.908
O 1.63804 2.66913 -0.36139  -0.463
H -0.21518 -3.17867 -3.14441  0.341
C -1.08153 1.05687 -1.33046  -0.462
H -5.97188 -0.14925 1.11843  0.326
C -2.23275 0.07672 -1.07698  0.845
O -1.01257 -1.66231 -2.08987  -0.337
H 4.50106 -1.14894 -0.91544  0.424
C 1.04953 -2.76943 -1.42642  -0.859
H -2.96234 0.09799 -1.89120  0.689
C -4.56027 -1.25850 2.34157  -1.026
H 6.37599 -1.56800 0.66262  0.398
H 0.92855 -2.49634 -0.38089  0.157
C 0.98169 1.09959 1.42031  -0.494
O -4.17318 -0.14835 0.21384  -0.350
H 4.05909 -2.38499 0.27161  0.357